Density functional theory data (ωB97M-V/def2-TZVPD) for C30H34F3GeN5Pt as an isolated structure.

The geometry in ORCA input format:
```
! RIJCOSX wB97M-V def2-TZVPD def2/J DEFGRID3
* xyz 0 1
Pt -0.6186 0.6450 -0.0974
N -3.3229 0.9458 -3.5360
C -2.1933 0.3666 -3.1144
N -1.8818 0.8734 -1.9413
C -2.8874 1.7460 -1.6862
N -3.7889 1.8299 -2.6302
C -2.9654 2.4124 -0.3752
C -3.8251 3.4639 -0.1132
N -3.9433 3.9847 1.1046
C -3.2126 3.4278 2.0600
C -2.3250 2.3876 1.8117
N -2.1812 1.8942 0.5819
H -3.8298 0.7835 -4.3901
H -1.6561 -0.4047 -3.6420
H -4.4193 3.8813 -0.9156
H -3.3222 3.8158 3.0649
H -1.7238 1.9480 2.5948
C 3.8349 -0.2284 4.2159
C 2.3915 -0.4588 4.6523
C 1.6746 -1.5226 3.8208
C 1.5255 -1.1707 2.3353
Ge 0.4791 0.4516 2.0413
C 1.3818 2.1818 2.3969
C 1.6215 3.1170 1.2095
C 2.0135 4.5329 1.6380
C 3.3607 4.5998 2.3501
H 4.3461 0.4684 4.8821
H 3.8919 0.1814 3.2051
H 4.3945 -1.1669 4.2208
H 1.8392 0.4849 4.5906
H 2.3684 -0.7548 5.7039
H 0.6879 -1.7044 4.2559
H 2.2284 -2.4644 3.9028
H 0.9990 -1.9738 1.8139
H 2.4970 -1.0810 1.8562
H -0.6121 0.3444 3.1633
H 2.3265 1.9523 2.8939
H 0.7562 2.7020 3.1331
H 0.7246 3.1713 0.5840
H 2.4092 2.7083 0.5718
H 1.2343 4.9400 2.2920
H 2.0450 5.1720 0.7512
H 3.3506 4.0324 3.2824
H 3.6323 5.6276 2.5950
H 4.1503 4.1858 1.7184
F 2.9199 0.4065 -2.0559
C 2.5129 -0.1765 -0.8980
F 3.1461 -1.3693 -0.8594
F 3.0440 0.5892 0.0876
C 1.0664 -0.2902 -0.8352
C 0.1226 -1.1011 -1.1609
C -0.5453 -2.0901 -1.8086
C -1.9331 -2.4908 -1.6062
C -2.7202 -2.0378 -0.5325
C -4.0585 -2.3712 -0.4201
C -4.6772 -3.1797 -1.3680
C -3.9128 -3.6586 -2.4213
C -2.5705 -3.3251 -2.5399
C 0.2579 -2.6669 -2.9371
C 0.6946 -3.9899 -2.8683
C 1.4774 -4.5375 -3.8741
C 1.8520 -3.7670 -4.9673
C 1.4327 -2.4470 -5.0480
C 0.6419 -1.9080 -4.0414
H -2.2604 -1.4247 0.2346
H -4.6286 -1.9987 0.4235
H -5.7251 -3.4345 -1.2810
H -4.3645 -4.3064 -3.1634
H -1.9986 -3.7108 -3.3747
H 0.4135 -4.5878 -2.0092
H 1.8101 -5.5652 -3.7966
H 2.4766 -4.1893 -5.7438
H 1.7258 -1.8347 -5.8917
H 0.3448 -0.8660 -4.0962
*
```

* HOMO energy (spin up / spin down): -0.2273 / -0.2273 hartree
* relative energy (zero: lowest compared OMol25 entry of this formula, charge and spin): 34.98 kcal per mole
* Kohn-Sham gap (spin up / spin down): 0.182 / 0.182 hartree